ORCA calculation (wB97M-V/def2-TZVPD) on a cluster of 5 separate species, C15H30N3O17S4 in total in a non-equilibrium geometry.

```
69
Properties=species:S:1:pos:R:3:lowdin_charge:R:1
C 9.12 0.11 1.67 -0.0985
C 7.99 1.12 1.90 -0.4557
C 8.35 2.39 2.64 -0.0837
N 6.81 0.81 1.48 -0.0353
N 5.99 1.80 1.08 -0.1338
C 4.97 1.27 0.22 -0.2270
C 3.78 0.59 0.92 -0.4457
O 3.37 -0.47 0.53 0.0451
N 3.19 1.19 2.07 -0.1581
C 2.51 0.19 2.90 -0.1097
C 2.19 2.17 1.68 -0.0848
H 9.16 -0.58 2.53 0.0532
H 10.07 0.64 1.60 0.0476
H 8.91 -0.43 0.75 0.0509
H 8.04 2.31 3.69 0.0674
H 9.44 2.48 2.67 0.0497
H 7.94 3.30 2.19 0.0275
H 4.55 2.04 -0.45 0.1014
H 5.41 0.48 -0.42 0.0937
H 1.56 -0.13 2.44 0.0631
H 2.26 0.62 3.87 0.0818
H 3.11 -0.71 3.03 0.0850
H 1.85 2.65 2.61 0.0872
H 2.61 2.94 1.03 0.0690
H 1.28 1.74 1.23 0.0847
C 0.28 -2.17 -0.24 -0.1441
C -0.09 -3.36 0.62 -0.1533
O -1.46 -3.13 0.98 -0.1892
S -2.20 -2.37 -0.22 0.5901
O -2.90 -3.33 -1.00 -0.2335
O -2.85 -1.22 0.31 -0.2288
O -0.90 -1.92 -1.02 -0.1816
H 0.49 -1.29 0.37 0.1218
H 1.13 -2.38 -0.88 0.1420
H 0.53 -3.44 1.51 0.1393
H -0.04 -4.29 0.06 0.1327
C -6.07 -1.01 -0.70 -0.1629
C -6.44 -2.18 0.17 -0.1587
O -7.81 -1.95 0.53 -0.1857
S -8.55 -1.19 -0.67 0.6010
O -9.25 -2.14 -1.46 -0.2375
O -9.19 -0.04 -0.15 -0.2135
O -7.24 -0.74 -1.48 -0.1879
H -5.85 -0.12 -0.09 0.1384
H -5.22 -1.22 -1.34 0.1263
H -5.82 -2.26 1.06 0.1373
H -6.39 -3.12 -0.39 0.1358
C 6.41 6.01 1.32 -0.1648
C 5.84 4.92 2.20 -0.1790
O 4.52 5.39 2.53 -0.1951
S 3.93 6.24 1.30 0.5916
O 3.11 5.39 0.52 -0.2335
O 3.48 7.49 1.79 -0.2362
O 5.31 6.45 0.51 -0.1959
H 6.76 6.87 1.91 0.1256
H 7.23 5.66 0.69 0.1315
H 6.43 4.76 3.10 0.1245
H 5.75 3.97 1.65 0.0841
C -10.29 -3.65 -4.41 -0.1679
C -8.85 -3.68 -4.86 -0.1629
O -8.72 -4.94 -5.54 -0.1884
S -10.11 -5.31 -6.25 0.6016
O -10.04 -4.93 -7.62 -0.2224
O -10.48 -6.62 -5.85 -0.2207
O -11.03 -4.25 -5.48 -0.1897
H -10.43 -4.25 -3.51 0.1335
H -10.64 -2.63 -4.22 0.1345
H -8.15 -3.62 -4.04 0.1318
H -8.64 -2.89 -5.58 0.1351
```

Results
Total energy: -98655.7570 eV
Gap between HOMO and LUMO: 0.155 Eh
Total charge: -1
LUMO level: 0.05987 Ha

ORCA calculation (wB97M-V/def2-TZVPD) on a structure of composition C15H30O20PV in a non-equilibrium geometry.

```
67
Properties=species:S:1:pos:R:3:mulliken_spin:R:1
O 1.02 0.30 0.15 -0.1447
V 0.39 -0.37 -1.15 1.1371
P 1.73 -0.57 -3.21 0.0076
O 1.88 -1.55 -2.00 -0.0049
O 0.14 -0.93 -3.27 -0.0141
O 2.10 -0.88 -4.63 0.0008
O 1.51 0.81 -2.53 -0.0138
C 3.73 -0.75 1.25 -0.0002
O 2.72 -1.71 1.01 -0.0037
C 3.17 -2.90 0.70 -0.0004
O 4.31 -3.28 0.68 0.0000
O 2.12 -3.70 0.47 0.0055
C 2.43 -5.05 0.18 -0.0001
H 3.25 0.22 1.15 0.0003
H 4.47 -0.67 0.46 -0.0001
H 4.19 -0.81 2.24 -0.0001
H 3.15 -5.44 0.89 -0.0001
H 2.88 -5.12 -0.82 0.0001
H 1.49 -5.59 0.09 0.0000
C -0.31 1.58 3.33 0.0021
O -1.48 0.85 3.70 0.0000
C -2.08 0.17 2.73 0.0019
O -1.74 0.14 1.58 -0.0001
O -3.11 -0.50 3.26 0.0001
C -3.63 -1.57 2.53 -0.0004
H -0.52 2.65 3.36 -0.0001
H 0.02 1.39 2.31 -0.0006
H 0.51 1.32 3.99 0.0000
H -4.72 -1.50 2.52 0.0000
H -3.40 -2.55 2.97 0.0000
H -3.29 -1.59 1.49 0.0001
C 2.03 3.54 -1.87 -0.0004
O 2.27 4.47 -0.80 -0.0002
C 1.69 4.21 0.35 0.0000
O 1.05 3.23 0.62 0.0005
O 1.79 5.32 1.11 0.0000
C 1.20 5.32 2.38 0.0000
H 2.04 4.10 -2.81 0.0000
H 1.06 3.07 -1.76 0.0025
H 2.80 2.79 -1.96 -0.0001
H 1.96 5.14 3.16 0.0000
H 0.46 4.53 2.49 0.0000
H 0.71 6.26 2.59 0.0000
C -0.93 -3.65 1.52 -0.0018
O -1.76 -3.85 0.39 0.0009
C -1.49 -3.07 -0.65 0.0054
O -0.87 -2.03 -0.55 -0.0004
O -2.09 -3.56 -1.71 0.0023
C -1.90 -2.94 -2.97 0.0008
H -1.38 -4.26 2.31 -0.0001
H -0.97 -2.64 1.94 0.0002
H 0.10 -3.97 1.42 0.0002
H -1.02 -3.24 -3.52 0.0000
H -1.99 -1.85 -2.94 0.0001
H -2.81 -3.12 -3.57 0.0000
C -2.01 3.07 0.36 0.0014
O -1.98 3.14 -1.07 0.0013
C -1.82 2.03 -1.77 0.0097
O -1.28 1.02 -1.37 0.0026
O -2.33 2.17 -2.96 0.0023
C -2.34 1.02 -3.82 0.0012
H -1.30 2.32 0.69 -0.0001
H -3.00 2.77 0.70 0.0002
H -1.73 4.06 0.70 -0.0002
H -1.44 0.41 -3.71 -0.0006
H -2.44 1.39 -4.83 0.0000
H -3.19 0.38 -3.54 0.0001
```

Results
Total energy: -91972.7414 eV
Spin multiplicity: 2
Energy above the lowest of the compared OMol25 structures with the same formula, charge and spin: 0.00 kcal/mol
Expectation value of S²: 0.770
Gap between HOMO and LUMO (spin up / spin down): 0.227 / 0.227 Eh
Total charge: -1
LUMO level (spin up / spin down): 0.08603 / 0.08602 Ha

ORCA calculation (wB97M-V/def2-TZVPD) on a cluster of 5 separate species, C15H30O5 in total in a non-equilibrium geometry.

```
50
Properties=species:S:1:pos:R:3:lowdin_charge:R:1
C 0.37 3.68 -1.94 -0.0216
C 0.39 4.87 -2.85 -0.5143
O 1.02 4.85 -3.86 0.0849
C -0.26 6.18 -2.43 -0.0197
H -0.63 3.61 -1.53 0.0817
H 1.09 3.90 -1.15 0.0999
H 0.68 2.75 -2.42 0.0631
H -1.20 5.98 -1.91 0.0735
H -0.49 6.94 -3.17 0.0838
H 0.42 6.67 -1.75 0.0872
C -3.28 -6.77 3.36 -0.0313
C -2.59 -6.50 2.08 -0.4895
O -2.48 -7.35 1.18 0.0311
C -2.04 -5.10 1.84 -0.0298
H -2.79 -6.30 4.21 0.0809
H -3.37 -7.84 3.58 0.0876
H -4.28 -6.39 3.19 0.0963
H -1.81 -4.65 2.81 0.0768
H -2.83 -4.71 1.19 0.0908
H -1.15 -5.23 1.23 0.0888
C -0.41 -0.27 4.53 -0.0216
C 0.21 1.06 4.64 -0.5137
O -0.29 2.07 4.12 0.0419
C 1.57 1.07 5.16 -0.0345
H 0.22 -1.02 5.01 0.0790
H -0.57 -0.53 3.49 0.0708
H -1.43 -0.34 4.92 0.0956
H 1.60 1.78 5.98 0.1000
H 2.21 1.38 4.33 0.0999
H 2.05 0.13 5.45 0.0807
C 2.68 0.13 -4.00 -0.0168
C 3.45 1.16 -4.88 -0.4803
O 4.60 0.95 -5.26 0.0448
C 2.64 2.32 -5.34 -0.0325
H 2.57 0.80 -3.14 0.0607
H 3.21 -0.78 -3.73 0.0795
H 1.67 -0.13 -4.31 0.0780
H 2.38 2.82 -4.40 0.0617
H 1.84 2.02 -6.02 0.0997
H 3.29 3.00 -5.89 0.0896
C -0.43 0.49 -0.72 -0.0384
C -0.52 -0.96 -0.69 -0.4709
O -0.02 -1.73 -1.52 0.0491
C -1.30 -1.56 0.51 -0.0190
H -0.65 0.93 0.25 0.0883
H -1.26 0.88 -1.32 0.1026
H 0.49 0.91 -1.12 0.0718
H -0.64 -1.44 1.37 0.0702
H -1.61 -2.57 0.25 0.0610
H -2.30 -1.16 0.67 0.0824
```

Results
Total energy: -26276.9305 eV
Structure (SMILES): CC(C)=O.CC(C)=O.CC(C)=O.CC(C)=O.CC(C)=O
Energy above the lowest of the compared OMol25 structures with the same formula, charge and spin: 37.05 kcal/mol
Gap between HOMO and LUMO: 0.346 Eh
LUMO level: 0.00877 Ha

ORCA calculation (wB97M-V/def2-TZVPD) on a structure of composition C15H31B2BrNO6Si in a non-equilibrium geometry.

```
57
Properties=species:S:1:pos:R:3:lowdin_charge:R:1
C -3.60 0.79 5.38 0.0575
C -3.67 0.78 4.18 -0.1325
Si -3.74 0.63 2.33 0.6281
C -5.47 0.17 1.76 -0.2184
C -6.09 -0.80 2.82 -0.3377
C -7.17 -1.65 2.16 -0.5671
Br -8.95 -0.88 2.48 0.5856
O -3.13 2.00 1.58 0.0403
B -4.04 2.91 1.12 -0.9199
O -4.87 3.65 1.95 0.1654
O -4.15 3.08 -0.23 0.1991
B -2.50 -0.89 1.88 -0.6399
O -2.88 -2.23 1.96 0.1009
O -1.27 -0.54 1.50 0.0202
C -0.32 -1.61 1.21 -0.0049
H -3.38 0.78 6.40 0.0071
H -6.16 0.99 1.66 0.0870
H -5.36 -0.40 0.85 0.0810
H -5.34 -1.40 3.31 0.0862
H -6.59 -0.16 3.52 0.0700
H -7.22 -2.63 2.59 0.0459
H -7.07 -1.71 1.09 0.0461
H -4.42 4.49 2.10 0.1055
H -3.36 2.70 -0.61 0.1114
H -3.05 -2.48 2.86 0.0910
H -0.64 -2.16 0.34 0.0929
H 0.62 -1.15 0.95 0.0791
H -0.22 -2.23 2.08 0.0866
C 5.91 0.15 -0.70 -0.0501
C 4.39 0.38 -0.88 -0.5364
C 4.18 1.62 -1.77 -0.1657
C 4.51 1.40 -3.25 -0.1884
C 4.31 -0.05 -3.70 -0.1570
C 3.35 -0.86 -2.82 -0.5618
N 3.84 -0.84 -1.46 -0.2195
O 3.02 -1.58 -0.58 -0.3295
C 3.39 -2.30 -3.31 -0.0667
C 1.91 -0.34 -3.00 -0.0422
C 3.81 0.73 0.49 -0.0743
H 6.07 -0.71 -0.04 0.0774
H 6.41 1.02 -0.25 0.0680
H 6.39 -0.07 -1.65 0.0632
H 3.14 1.93 -1.69 0.0951
H 4.77 2.46 -1.38 0.1054
H 3.88 2.07 -3.85 0.0963
H 5.54 1.71 -3.46 0.0952
H 3.97 -0.06 -4.74 0.1048
H 5.28 -0.56 -3.70 0.1024
H 4.39 -2.73 -3.15 0.0767
H 3.18 -2.35 -4.39 0.0686
H 2.67 -2.92 -2.79 0.0667
H 1.60 -0.41 -4.05 0.0689
H 1.80 0.70 -2.69 0.0625
H 1.21 -0.94 -2.41 0.0631
H 4.30 1.63 0.88 0.0707
H 3.97 -0.08 1.20 0.0688
H 2.74 0.92 0.42 0.0714
```

Results
Total energy: -109110.0466 eV
Gap between HOMO and LUMO: 0.126 Eh
Total charge: -1
LUMO level: 0.07439 Ha